Entry 1:
{
  "formula": "C12H23N3O2",
  "method": "the ωB97M-V functional and the def2-TZVPD basis",
  "homo_energy_ev": -8.96,
  "e_tot_ev": -21383.292,
  "multiplicity": 1,
  "de_lowest_kcal_mol": 11.3,
  "gap_ha": 0.350,
  "charge": 0,
  "symbols": ["C", "C", "C", "O", "N", "C", "C", "N", "C", "C", "N", "C", "O", "C", "C", "C", "C", "H", "H", "H", "H", "H", "H", "H", "H", "H", "H", "H", "H", "H", "H", "H", "H", "H", "H", "H", "H", "H", "H", "H"],
  "xyz": [[-1.608, 3.682, -1.299], [-1.170, 3.611, -2.762], [0.268, 3.127, -2.853], [1.207, 3.855, -3.094], [0.400, 1.793, -2.656], [1.683, 1.164, -2.457], [1.912, 0.887, -0.966], [0.816, 0.100, -0.424], [0.629, 0.324, 1.002], [-0.285, -0.742, 1.596], [0.365, -2.032, 1.526], [0.134, -3.106, 2.320], [0.743, -4.146, 2.154], [-0.920, -2.975, 3.405], [-2.327, -3.127, 2.827], [1.319, -2.176, 0.439], [0.878, -1.324, -0.747], [-2.628, 4.052, -1.228], [-1.563, 2.701, -0.828], [-0.958, 4.358, -0.747], [-1.822, 2.935, -3.318], [-1.224, 4.603, -3.210], [-0.387, 1.268, -2.309], [1.719, 0.237, -3.036], [2.444, 1.852, -2.829], [2.892, 0.405, -0.822], [1.924, 1.846, -0.444], [0.172, 1.310, 1.133], [1.584, 0.319, 1.553], [-0.504, -0.483, 2.633], [-1.229, -0.749, 1.035], [-0.826, -2.028, 3.938], [-0.736, -3.786, 4.111], [-3.062, -3.117, 3.629], [-2.562, -2.323, 2.136], [-2.408, -4.074, 2.298], [2.321, -1.875, 0.772], [1.361, -3.234, 0.170], [-0.118, -1.651, -1.067], [1.566, -1.482, -1.579]],
  "forces_ev_per_angstrom": [[-0.0471, 0.0323, -0.1375], [0.1421, 0.1378, 0.1230], [-0.5851, -0.0493, -0.2704], [0.3249, 0.3459, 0.0382], [0.0068, -0.4309, 0.0262], [0.2025, 0.0788, 0.2296], [-0.1147, 0.0227, -0.3389], [0.0333, 0.1183, 0.0945], [-0.1795, 0.0772, 0.1224], [-0.1996, 0.3411, 0.1121], [0.2049, 0.1505, -0.2970], [-0.1319, 0.0564, 0.4007], [0.0731, -0.3711, 0.0418], [-0.0007, -0.1397, -0.0338], [0.1065, 0.0444, 0.0871], [0.1625, -0.1825, -0.2922], [-0.1079, -0.2421, 0.0899], [-0.0662, 0.0087, 0.0755], [-0.0255, -0.0695, 0.0973], [0.0356, 0.0484, 0.0917], [-0.0047, 0.0162, -0.0394], [0.0572, -0.1014, -0.0609], [-0.0198, 0.1472, 0.0096], [0.0942, 0.0588, 0.0199], [-0.0400, -0.1539, -0.0284], [-0.0003, 0.0169, 0.0671], [0.0558, -0.0062, -0.0074], [0.0658, -0.0742, 0.1035], [-0.0447, 0.0068, -0.0036], [-0.0254, 0.0011, -0.1122], [0.0136, 0.0801, 0.0802], [0.0085, -0.0142, 0.0327], [0.1028, 0.1180, -0.0615], [-0.0942, 0.0052, 0.0022], [-0.0903, 0.0586, -0.0820], [-0.0495, -0.0680, -0.0572], [-0.0214, -0.0851, -0.0617], [0.0602, 0.1723, 0.0070], [0.1389, -0.1414, -0.0574], [-0.0406, -0.0140, -0.0106]]
}

Entry 2:
{
  "formula": "C12H23O30P2S5Zr",
  "method": "the ωB97M-V functional and the def2-TZVPD basis",
  "homo_energy_ev": 3.14,
  "e_tot_ev": -148268.988,
  "multiplicity": 1,
  "gap_ha": 0.061,
  "charge": -3,
  "symbols": ["Zr", "P", "O", "O", "O", "O", "P", "O", "O", "O", "O", "C", "C", "O", "O", "H", "H", "H", "C", "C", "O", "S", "O", "O", "O", "H", "H", "H", "H", "C", "C", "O", "S", "O", "O", "O", "H", "H", "H", "H", "C", "C", "O", "S", "O", "O", "O", "H", "H", "H", "H", "C", "C", "O", "S", "O", "O", "O", "H", "H", "H", "H", "C", "C", "O", "S", "O", "O", "O", "H", "H", "H", "H"],
  "xyz": [[21.274, -10.021, -23.230], [21.289, -12.606, -23.127], [22.491, -11.694, -23.463], [20.276, -11.665, -22.404], [21.067, -13.917, -23.912], [20.570, -11.672, -24.243], [20.342, -7.917, -24.373], [20.700, -8.104, -22.877], [19.182, -7.274, -25.132], [19.538, -9.192, -24.044], [21.287, -9.011, -24.949], [24.067, -8.635, -20.257], [23.193, -9.205, -21.293], [23.333, -9.168, -22.515], [22.151, -9.766, -21.007], [24.831, -9.374, -20.013], [23.575, -8.384, -19.317], [24.536, -7.750, -20.687], [21.194, -6.091, -20.461], [21.078, -4.959, -21.503], [20.065, -4.090, -21.004], [20.006, -4.162, -19.316], [18.654, -4.519, -18.791], [20.807, -3.066, -18.763], [20.876, -5.493, -19.240], [22.229, -6.430, -20.408], [20.588, -6.983, -20.619], [20.890, -5.389, -22.487], [21.978, -4.355, -21.389], [23.717, -5.622, -17.303], [23.483, -6.884, -16.507], [24.601, -7.709, -16.773], [25.823, -6.887, -17.489], [26.631, -7.712, -18.393], [26.501, -6.189, -16.418], [24.716, -5.915, -18.219], [24.082, -4.933, -16.541], [22.834, -5.230, -17.808], [22.597, -7.352, -16.936], [23.320, -6.678, -15.449], [25.755, -4.486, -23.717], [24.711, -5.563, -23.260], [24.248, -5.094, -21.988], [25.195, -3.891, -21.339], [25.666, -4.197, -20.002], [24.454, -2.676, -21.492], [26.323, -4.124, -22.473], [25.384, -3.546, -24.125], [26.470, -4.994, -24.364], [25.298, -6.479, -23.324], [23.890, -5.581, -23.977], [25.327, -13.517, -23.157], [25.914, -12.084, -23.039], [26.320, -11.949, -21.675], [25.686, -13.092, -20.640], [24.369, -12.722, -20.133], [26.755, -13.582, -19.764], [25.543, -14.110, -21.948], [25.709, -14.005, -24.053], [24.253, -13.414, -23.316], [25.206, -11.280, -23.242], [26.838, -11.949, -23.601], [20.314, -13.911, -19.705], [19.767, -12.466, -19.580], [19.025, -12.545, -18.384], [19.910, -13.470, -17.309], [18.980, -14.048, -16.301], [21.093, -12.754, -16.800], [20.342, -14.544, -18.490], [21.236, -13.945, -20.285], [19.609, -14.443, -20.344], [19.144, -12.272, -20.453], [20.592, -11.756, -19.539]],
  "forces_ev_per_angstrom": [[-1.5863, -1.4622, -0.3324], [-4.9068, 2.3613, -9.0854], [6.8262, -2.0382, 3.5745], [-0.6626, -3.2044, 10.8366], [1.5536, -1.3326, 3.9614], [-1.3905, 0.6575, -7.7900], [-6.7697, -6.4658, -0.5965], [4.2275, 8.6234, 4.7691], [3.0501, 3.9552, -0.2973], [-7.4400, -5.0209, 0.9229], [7.3116, 3.7895, -5.7198], [1.2084, 0.4591, 0.1300], [-1.5989, -0.5309, -1.0055], [4.1218, 2.0547, -3.1325], [-3.5968, -1.7619, 3.9474], [0.2132, 0.0748, -0.0481], [-0.3327, -0.0999, -0.2481], [0.2948, 0.0661, 0.2380], [0.5689, -0.9461, -1.8174], [1.0137, -0.7208, 1.4511], [-1.8914, 0.5222, 2.2106], [-0.6992, -1.2375, -0.7708], [3.4088, 1.8394, -1.5270], [-1.8486, -1.5472, -0.6978], [-0.4063, 1.3156, 2.1734], [0.0261, 0.0431, -0.0180], [-0.2573, 0.2561, -0.3774], [-0.3356, 0.3952, 0.0412], [0.2687, -0.2314, -0.7768], [-0.2366, 1.0755, 1.6669], [-1.2621, -0.4835, -0.9307], [1.5166, -0.9319, -0.0657], [-0.4851, -0.7157, 0.2581], [-2.4824, 1.9974, 1.7271], [-0.4417, -0.1816, -1.1973], [2.5330, -0.7413, -1.0226], [0.1255, 0.7949, -0.4835], [0.2239, -0.1487, -0.0977], [0.0931, -0.5871, 0.2949], [0.3396, -0.2021, -0.0068], [-1.3188, -0.4307, 0.3736], [0.6946, 1.7199, -1.4980], [0.7383, 0.2344, 0.9727], [-1.0520, -1.8930, 0.0040], [-0.0585, 0.2006, -2.6169], [0.6719, -0.2000, -0.4016], [1.3330, 0.9450, 1.8272], [-0.3599, -0.3457, -0.5160], [0.2978, 0.4760, 0.2459], [-0.7056, -0.4469, 1.0896], [-0.1981, -0.3131, 0.3975], [-1.7091, 2.7050, -1.6405], [-0.0568, 0.0409, 0.1953], [-0.1579, -0.3860, 2.6770], [0.0443, 0.4895, -2.5393], [2.7674, -0.7702, -0.6927], [-2.1577, 0.9040, -1.5575], [0.8406, -1.9647, 3.4464], [0.5435, -0.6542, 0.6183], [-0.1837, 0.1148, -0.1080], [-0.2943, -0.2879, -0.2421], [-0.0367, -0.0433, -0.1249], [-0.6829, 0.8802, -3.8498], [1.4146, -0.8509, -1.0382], [0.3093, -0.6846, 3.0310], [-0.8151, 0.7834, 0.5882], [2.2179, 1.0143, -2.7054], [-2.3451, -1.5076, -1.1696], [0.0040, 0.1162, 3.8645], [0.3997, 0.1161, 0.6474], [-0.1688, -0.2640, 0.0977], [-0.0265, 0.3371, 0.3387], [-0.2438, 0.2762, 0.1272]]
}

Entry 3:
{
  "formula": "C12H24BF4O12Ti",
  "method": "the ωB97M-V functional and the def2-TZVPD basis",
  "s2": 3.75,
  "homo_energy_ev": [-3.73, -11.26],
  "e_tot_ev": -72070.563,
  "multiplicity": 4,
  "de_lowest_kcal_mol": 0.0,
  "gap_ha": [0.153, 0.421],
  "charge": 0,
  "symbols": ["Ti", "B", "F", "F", "F", "F", "C", "O", "C", "O", "O", "C", "H", "H", "H", "H", "H", "H", "C", "O", "C", "O", "O", "C", "H", "H", "H", "H", "H", "H", "C", "O", "C", "O", "O", "C", "H", "H", "H", "H", "H", "H", "C", "O", "C", "O", "O", "C", "H", "H", "H", "H", "H", "H"],
  "xyz": [[-0.011, -0.242, 0.382], [0.748, -1.953, 2.428], [-0.439, -2.266, 3.084], [0.632, -2.292, 1.028], [0.930, -0.527, 2.477], [1.837, -2.621, 2.938], [-2.319, -3.331, -1.697], [-2.984, -3.331, -0.435], [-2.838, -2.217, 0.256], [-2.226, -1.241, -0.129], [-3.482, -2.339, 1.398], [-3.350, -1.258, 2.313], [-2.801, -2.614, -2.363], [-2.420, -4.338, -2.089], [-1.270, -3.073, -1.580], [-2.332, -1.244, 2.701], [-4.074, -1.435, 3.099], [-3.579, -0.303, 1.843], [-3.066, 2.139, -0.161], [-2.494, 3.098, 0.716], [-1.366, 2.748, 1.300], [-0.839, 1.663, 1.232], [-0.898, 3.772, 1.988], [0.297, 3.523, 2.720], [-3.152, 1.161, 0.320], [-2.492, 2.036, -1.075], [-4.089, 2.463, -0.343], [1.142, 3.418, 2.038], [0.227, 2.603, 3.304], [0.447, 4.358, 3.392], [1.468, 3.266, -1.822], [2.466, 3.214, -0.791], [2.554, 2.083, -0.107], [1.954, 1.064, -0.367], [3.418, 2.255, 0.874], [3.628, 1.148, 1.755], [1.181, 2.267, -2.139], [1.916, 3.800, -2.655], [0.606, 3.800, -1.431], [4.498, 0.575, 1.431], [2.750, 0.517, 1.813], [3.879, 1.572, 2.725], [-0.206, -1.639, -4.281], [1.077, -2.011, -3.793], [1.324, -1.764, -2.514], [0.522, -1.299, -1.734], [2.583, -2.069, -2.275], [2.985, -2.090, -0.907], [-0.878, -2.506, -4.252], [-0.099, -1.319, -5.309], [-0.663, -0.894, -3.631], [2.820, -1.124, -0.436], [4.038, -2.352, -0.888], [2.440, -2.853, -0.353]],
  "forces_ev_per_angstrom": [[-0.3250, 0.3900, -1.1866], [0.0028, -0.6476, 0.4267], [0.2325, 0.0254, -0.1824], [-0.1502, 0.0275, 0.0993], [-0.0023, 0.0049, -0.0169], [-0.0471, 0.2734, 0.0317], [0.0354, 0.0029, -0.2712], [-0.0546, -0.1807, -0.0139], [-0.0265, -0.0448, 0.2360], [0.3248, 0.1910, 0.2493], [-0.1614, -0.2242, -0.2231], [0.1984, 0.4724, 0.2637], [0.0742, -0.0255, -0.0181], [-0.0569, -0.0347, 0.0188], [0.0191, 0.0470, 0.0325], [-0.1080, 0.0426, 0.0836], [0.0300, -0.1518, 0.0897], [0.0005, -0.0570, -0.1265], [-0.8213, -0.8019, 0.1247], [0.0674, 0.4421, 0.0250], [-0.0723, -0.0706, 0.0539], [0.2566, -0.2081, -0.0745], [-0.1752, 0.2741, 0.1747], [0.5011, -0.4874, 0.1816], [0.3478, 0.1030, -0.0826], [0.0723, 0.0466, -0.0621], [0.1702, 0.2922, -0.2022], [-0.0127, 0.1320, 0.0279], [-0.1389, 0.0508, -0.0825], [-0.0711, 0.1825, -0.1022], [0.1014, -0.0912, -0.1464], [-0.0190, 0.0475, 0.0323], [0.1068, 0.0003, -0.2153], [-0.1798, -0.2587, 0.3176], [-0.0211, 0.2504, 0.0734], [0.4541, -0.2092, 0.2635], [-0.0435, -0.0262, 0.1004], [-0.0441, 0.1217, 0.0479], [-0.0502, 0.0307, -0.0670], [-0.1380, -0.0245, -0.1998], [-0.0451, -0.0424, 0.0899], [-0.1966, 0.0521, -0.0126], [-0.7966, -0.4128, 0.4208], [0.1429, -0.0086, -0.2460], [0.0611, 0.3011, 0.0295], [-0.0476, -0.1057, 0.2801], [0.0207, -0.1943, -0.2213], [0.0707, -0.1544, 0.6880], [0.2529, 0.0152, -0.0930], [0.1280, 0.1799, -0.0306], [0.1657, 0.2522, -0.2230], [0.0132, 0.0237, -0.0532], [0.0544, 0.1123, -0.2185], [-0.0998, 0.0746, -0.0910]]
}

Entry 4:
{
  "formula": "C12H24Cl2HoN2S",
  "method": "the ωB97M-V functional and the def2-TZVPD basis",
  "s2": 6.01,
  "homo_energy_ev": [-2.21, -2.25],
  "e_tot_ev": -77492.379,
  "multiplicity": 5,
  "de_lowest_kcal_mol": 28.7,
  "gap_ha": [0.165, 0.166],
  "charge": -1,
  "symbols": ["Ho", "Cl", "Cl", "C", "H", "H", "C", "C", "H", "C", "H", "C", "H", "H", "C", "H", "H", "C", "H", "H", "H", "H", "C", "N", "C", "C", "S", "N", "C", "C", "H", "H", "H", "H", "H", "H", "H", "H", "H", "H", "H", "H"],
  "xyz": [[0.769, -0.501, -0.663], [0.558, -2.852, -1.487], [1.468, 1.756, 0.296], [2.239, -0.092, -2.284], [2.915, 0.782, -2.087], [2.638, -0.977, -2.842], [-0.637, 0.437, -2.361], [0.756, 0.402, -2.872], [-0.855, 0.599, -1.192], [0.649, -0.533, -4.150], [0.947, 1.488, -3.216], [-0.481, -0.129, -5.121], [1.683, -0.461, -4.599], [0.452, -1.581, -3.782], [-1.837, -0.058, -4.419], [-0.222, 0.857, -5.517], [-0.460, -0.827, -5.969], [-1.659, 0.999, -3.285], [-2.663, 0.152, -5.121], [-2.076, -1.040, -3.976], [-1.500, 1.958, -3.808], [-2.582, 1.033, -2.707], [2.379, -0.452, 2.532], [1.217, -0.169, 3.387], [1.436, 0.148, 4.804], [-0.023, -0.402, 2.904], [-0.325, -1.533, 1.639], [-1.121, 0.251, 3.433], [-1.468, 0.088, 4.863], [-2.299, 0.293, 2.546], [3.281, -0.241, 3.103], [2.337, 0.250, 1.675], [2.361, -1.487, 2.158], [0.983, 1.123, 5.045], [1.032, -0.650, 5.451], [2.512, 0.211, 4.985], [-2.306, 0.783, 5.031], [-1.759, -0.959, 5.118], [-0.621, 0.402, 5.494], [-1.984, 0.742, 1.585], [-2.698, -0.726, 2.360], [-3.038, 0.918, 3.054]],
  "forces_ev_per_angstrom": [[-0.9069, -0.3654, -0.3098], [0.0007, -1.2575, 0.1870], [0.0108, 0.9608, 0.6047], [-0.3308, 0.4314, 0.5792], [-0.5793, -0.9371, -0.6728], [-0.2735, 1.2043, 0.2564], [-0.3653, -0.8474, 4.2713], [2.6491, 1.2510, -3.6827], [-0.1781, 1.0529, -2.1439], [0.4529, 0.2068, 0.1379], [0.2819, -1.2420, 0.0009], [0.6120, -0.3610, -0.0003], [-1.2993, -0.3218, -0.1818], [0.4221, 1.0663, -0.3243], [0.0937, -0.0822, 0.0002], [-0.1294, 0.1428, -0.1356], [-0.1994, 0.0720, 0.0503], [-0.8548, -1.8331, -0.0895], [0.2724, 0.3279, 0.0263], [0.1617, 0.3906, 0.0314], [0.3719, 0.2485, 0.4029], [-0.2501, 0.3633, -0.0876], [-0.2142, -0.1175, -0.2398], [-0.3715, -0.4737, 0.2826], [0.2109, 0.3208, -0.4017], [-0.0524, -0.3558, -0.5874], [0.5778, 0.3662, 0.9265], [-0.0796, -0.3407, 0.5921], [0.0653, 0.4293, -0.1930], [0.2578, -0.2555, 0.0367], [-0.0163, -0.1655, -0.0209], [0.1664, -0.4062, 0.5086], [0.1463, 0.2097, 0.3064], [0.3409, -0.3396, 0.0290], [0.1951, 0.3799, -0.2079], [-0.1917, 0.0417, -0.1184], [0.2648, -0.4759, 0.2045], [0.0689, 0.6225, -0.2122], [-1.0102, -0.2957, -0.2118], [-0.3687, -0.2460, 0.5256], [0.0224, 0.6515, 0.0905], [0.0259, -0.0206, -0.2292]]
}